No. 1
Formula: C3H10N2
Source: the Open Molecules 2025 dataset
Level of theory: ωB97M-V/def2-TZVPD

CARTESIAN COORDINATES (ANGSTROEM)
N (1.476, -1.012, -0.910)
N (-1.244, -0.172, -1.020)
C (1.001, -0.024, 0.015)
C (-0.963, 1.051, 1.152)
C (-0.650, -0.196, 0.358)
H (2.324, -0.666, -1.248)
H (-0.592, 0.211, -1.782)
H (-1.310, 1.899, 0.595)
H (-0.152, 1.453, 1.743)
H (1.102, 0.964, -0.480)
H (1.472, -1.993, -0.503)
H (-1.448, -1.088, -1.347)
H (-0.871, -1.255, 0.665)
H (-1.810, 0.790, 1.862)
H (1.666, 0.038, 0.899)

Output
molar mass	74.13	g/mol
multiplicity	1
frontier orbital gap	0.3621	hartree
calculated total energy	-6252.162	eV
total charge	0
ΔE to the lowest compared entry with this formula, charge and spin	29.2	kcal per mole
HOMO level	-0.32152	Eh
LUMO level	1.1	eV

***

No. 2
Formula: C6H13NO
Source: the Open Molecules 2025 dataset
Level of theory: ωB97M-V/def2-TZVPD

CARTESIAN COORDINATES (ANGSTROEM)
O (0.675, -2.193, 0.146)
N (0.338, -0.923, -1.758)
C (-1.360, -0.051, 0.503)
C (-2.206, 0.566, -0.322)
C (1.836, 1.427, -0.525)
C (-1.683, -0.498, 1.891)
C (0.586, -1.092, -0.390)
C (1.736, 0.064, 0.136)
H (1.678, 0.120, 1.227)
H (-2.718, -0.267, 2.157)
H (-1.953, 0.753, -1.359)
H (2.641, -0.514, -0.066)
H (-1.508, -1.572, 1.986)
H (-1.046, 0.020, 2.614)
H (1.042, -0.509, -2.356)
H (2.661, 2.002, -0.093)
H (-0.286, -1.632, -2.126)
H (2.004, 1.330, -1.600)
H (0.918, 2.005, -0.382)
H (-0.135, 0.148, 0.335)
H (-3.219, 0.816, -0.018)

Output
molar mass	115.18	g/mol
multiplicity	1
frontier orbital gap	0.3670	hartree
calculated total energy	-9967.698	eV
total charge	0
ΔE to the lowest compared entry with this formula, charge and spin	80.2	kcal per mole
HOMO level	-0.33313	Eh
LUMO level	0.9	eV

***

No. 3
Formula: C19H30N2S3Yb
Source: the Open Molecules 2025 dataset
Level of theory: ωB97M-V/def2-TZVPD

CARTESIAN COORDINATES (ANGSTROEM)
Yb (-0.072, -0.034, 0.390)
S (0.359, 2.452, -1.187)
S (0.401, -0.825, -2.491)
S (-2.540, 0.463, -1.101)
N (-1.988, 1.660, 2.461)
N (-0.675, 1.236, 2.146)
C (3.559, -2.499, -0.411)
C (-1.152, -0.495, -3.383)
C (-0.077, -1.759, 2.797)
C (-2.424, 2.155, -1.800)
C (-1.057, -2.304, 1.894)
C (-2.499, -2.304, 2.141)
C (0.114, 2.266, 2.379)
C (1.385, 0.635, -3.103)
C (-0.519, -2.912, 0.747)
C (-2.398, -0.645, -2.532)
C (3.420, -0.224, 0.896)
C (0.857, 2.062, -2.852)
C (-2.020, 2.916, 2.966)
C (1.228, -1.557, 2.484)
C (1.725, -2.048, 1.225)
C (3.195, -1.762, 0.833)
C (-0.681, 3.334, 2.896)
C (0.815, -2.791, 0.368)
C (-1.377, 3.112, -1.164)
H (2.319, 0.508, -2.543)
H (-2.887, -3.320, 2.032)
H (3.095, 0.056, 1.895)
H (1.722, 2.689, -3.046)
H (-0.455, -1.525, 3.783)
H (-2.888, 3.455, 3.254)
H (-2.684, 0.956, 2.632)
H (-3.434, 2.543, -1.522)
H (1.612, 0.434, -4.186)
H (-1.093, 0.432, -3.947)
H (-2.262, 2.125, -2.859)
H (-3.243, -0.465, -3.229)
H (-2.572, -1.705, -2.232)
H (-2.722, -1.881, 3.151)
H (-1.091, -3.600, 0.071)
H (-1.190, -1.301, -4.098)
H (3.843, -2.182, 1.573)
H (1.054, -3.240, -0.609)
H (-2.987, -1.589, 1.400)
H (-0.304, 4.295, 3.226)
H (4.613, -2.370, -0.628)
H (-1.383, 4.119, -1.483)
H (1.856, -1.034, 3.196)
H (4.483, -0.004, 0.687)
H (2.793, 0.289, 0.120)
H (3.312, -3.571, -0.428)
H (0.097, 2.310, -3.540)
H (-1.576, 3.117, -0.087)
H (1.201, 2.273, 2.188)
H (3.191, -1.944, -1.366)

Output
molar mass	555.70	g/mol
multiplicity	2
frontier orbital gap (alpha / beta)	0.3252 / 0.2646	hartree
calculated total energy	-87179.469	eV
total charge	+3
ΔE to the lowest compared entry with this formula, charge and spin	6.8	kcal per mole
HOMO level (alpha / beta)	-0.69139 / -0.69175	Eh
LUMO level (alpha / beta)	-10.0 / -11.6	eV

***

No. 4
Formula: C24H43ClGdP2
Source: the Open Molecules 2025 dataset
Level of theory: ωB97M-V/def2-TZVPD

CARTESIAN COORDINATES (ANGSTROEM)
Gd (0.564, 2.221, -1.296)
Cl (2.909, 0.478, -1.617)
P (0.756, 3.281, 1.093)
P (3.681, 3.511, 1.148)
C (1.898, 2.329, 2.731)
C (4.124, 2.579, 3.905)
C (-2.022, 1.382, -1.141)
C (-1.895, 0.879, -3.691)
C (0.190, -1.219, -2.668)
C (-0.502, -0.191, -0.387)
C (-1.442, 0.742, -2.285)
C (-1.419, 0.826, 0.032)
C (0.074, -1.260, 0.470)
C (2.724, -0.206, 4.248)
C (3.392, 2.093, 5.179)
C (4.496, 5.113, 1.263)
C (-0.478, 4.282, -0.221)
C (-1.846, 1.115, 1.425)
C (2.283, 3.719, 0.064)
C (0.598, 4.739, 2.227)
C (2.108, 0.978, 2.084)
C (-0.503, -0.222, -1.815)
C (3.037, -0.028, 2.785)
C (4.904, 2.314, 0.650)
C (2.342, 1.716, -2.796)
C (2.884, 0.686, 5.235)
C (-3.218, 2.261, -1.153)
C (3.128, 3.180, 2.889)
H (0.900, -1.821, -2.091)
H (2.200, 4.776, -0.229)
H (3.829, 5.903, 0.895)
H (-3.360, 2.726, -2.138)
H (4.721, 1.773, 3.471)
H (4.097, 0.221, 2.609)
H (-3.159, 3.055, -0.399)
H (4.792, 5.315, 2.304)
H (1.201, 2.332, 3.577)
H (5.568, 2.843, -0.050)
H (-0.487, -2.209, 0.386)
H (-1.078, 0.841, 2.157)
H (1.289, 5.549, 1.967)
H (4.093, 2.221, 6.017)
H (-0.531, -1.911, -3.129)
H (0.724, 4.482, 3.285)
H (2.630, 0.369, 6.251)
H (2.351, -1.208, 4.494)
H (-0.420, 5.126, 2.118)
H (1.122, 0.496, 1.987)
H (2.540, 3.117, -0.857)
H (3.152, 2.427, -2.991)
H (2.492, 1.072, 1.046)
H (2.871, 4.182, 3.267)
H (2.883, -1.005, 2.292)
H (-2.755, 0.550, 1.692)
H (-2.437, 1.817, -3.846)
H (4.464, 1.452, 0.135)
H (-0.140, 5.325, -0.195)
H (2.555, 2.779, 5.384)
H (-4.131, 1.683, -0.933)
H (-1.044, 0.855, -4.386)
H (1.988, 1.190, -3.694)
H (-1.472, 4.207, 0.238)
H (5.390, 5.068, 0.625)
H (0.735, -0.736, -3.489)
H (-2.574, 0.057, -3.975)
H (5.497, 1.980, 1.515)
H (-0.600, 4.040, -1.319)
H (-2.074, 2.181, 1.565)
H (1.116, -1.473, 0.190)
H (0.049, -0.984, 1.528)
H (4.831, 3.367, 4.199)

Output
molar mass	586.26	g/mol
multiplicity	8
frontier orbital gap (alpha / beta)	0.2103 / 0.2647	hartree
calculated total energy	-77510.737	eV
total charge	+1
ΔE to the lowest compared entry with this formula, charge and spin	51.2	kcal per mole
HOMO level (alpha / beta)	-0.35410 / -0.35911	Eh
LUMO level (alpha / beta)	-3.9 / -2.6	eV

***

No. 5
Formula: C29H22N7O2RbS
Source: the Open Molecules 2025 dataset
Level of theory: ωB97M-V/def2-TZVPD

CARTESIAN COORDINATES (ANGSTROEM)
Rb (0.069, 0.868, -0.608)
S (2.783, 2.214, -1.852)
O (3.430, 3.328, -1.195)
O (1.406, 2.447, -2.281)
N (-1.649, 3.066, 3.590)
N (-3.450, 0.911, 0.685)
N (-1.246, -1.441, -2.009)
N (-2.641, 0.104, -0.087)
N (2.748, 0.884, -1.022)
N (-1.464, 1.593, 1.777)
N (2.208, -1.070, 0.741)
C (-2.848, 1.601, 1.593)
C (5.335, 2.534, -4.962)
C (4.558, -1.341, 1.297)
C (-5.773, 3.395, 3.166)
C (-5.122, 4.114, 4.168)
C (-2.573, -1.276, -2.071)
C (1.924, -2.043, 1.570)
C (-0.959, 2.289, 2.731)
C (-0.675, -2.272, -2.871)
C (5.896, -0.915, 1.129)
C (-5.049, 2.576, 2.324)
C (3.499, 0.679, -3.995)
C (4.216, 0.410, -5.150)
C (-3.755, 4.016, 4.324)
C (-3.666, 2.461, 2.465)
C (3.707, 1.883, -3.332)
C (3.512, -0.707, 0.581)
C (-1.382, -2.975, -3.838)
C (-3.031, 3.189, 3.470)
C (-3.357, -1.921, -3.021)
C (4.200, -2.389, 2.174)
C (-2.751, -2.788, -3.914)
C (3.816, 0.367, -0.338)
C (4.621, 2.811, -3.802)
C (-3.232, -0.371, -1.107)
C (6.160, 0.118, 0.276)
C (2.891, -2.745, 2.313)
C (5.131, 1.338, -5.633)
C (5.140, 0.757, -0.449)
H (5.693, 1.123, -6.534)
H (-6.845, 3.481, 3.050)
H (-3.243, 4.575, 5.098)
H (-4.279, -0.122, -1.295)
H (4.980, -2.896, 2.731)
H (-4.424, -1.746, -3.050)
H (-3.337, -3.309, -4.660)
H (6.053, 3.251, -5.338)
H (0.401, -2.376, -2.788)
H (0.873, -2.300, 1.671)
H (0.118, 2.275, 2.878)
H (6.686, -1.407, 1.683)
H (2.591, -3.543, 2.979)
H (7.181, 0.459, 0.149)
H (5.390, 1.581, -1.102)
H (-0.865, -3.641, -4.514)
H (4.768, 3.730, -3.252)
H (-5.529, 2.009, 1.539)
H (-1.161, 3.596, 4.292)
H (-5.688, 4.757, 4.829)
H (2.793, -0.032, -3.589)
H (4.066, -0.527, -5.672)

Output
molar mass	618.08	g/mol
multiplicity	1
frontier orbital gap	0.2273	hartree
calculated total energy	-56447.021	eV
total charge	0
ΔE to the lowest compared entry with this formula, charge and spin	0.0	kcal per mole
HOMO level	-0.24880	Eh
LUMO level	-0.6	eV

***

No. 6
Formula: C2H12NO4
Source: the Open Molecules 2025 dataset
Level of theory: ωB97M-V/def2-TZVPD

CARTESIAN COORDINATES (ANGSTROEM)
O (-0.836, 2.405, -1.099)
O (1.105, -0.451, -1.033)
O (0.590, -2.856, -0.141)
O (-2.467, 0.326, -0.496)
N (-0.126, -0.544, 1.087)
C (0.884, 0.522, 1.037)
C (1.670, 0.184, -0.177)
H (-0.474, 2.329, -1.939)
H (0.596, 1.624, 1.045)
H (1.424, -3.424, -0.006)
H (1.440, 0.560, 2.045)
H (-0.630, -0.650, 1.959)
H (-2.427, 1.220, -0.212)
H (-0.865, 3.127, -0.566)
H (0.338, -3.237, -0.985)
H (-2.768, 0.431, -1.327)
H (-0.658, -0.479, 0.188)
H (2.747, 0.370, -0.195)
H (0.457, -1.457, 0.814)

Output
molar mass	114.12	g/mol
multiplicity	1
frontier orbital gap	0.4185	hartree
calculated total energy	-11940.855	eV
total charge	+1
ΔE to the lowest compared entry with this formula, charge and spin	40.6	kcal per mole
HOMO level	-0.53921	Eh
LUMO level	-3.3	eV

***

Question: Number 6 is which compound?
Answer: C2H12NO4